Entry from the Open Molecules 2025 dataset: a single C5H10O2 molecule at a distorted geometry (ωB97M-V with the def2-TZVPD basis set).

Each atom is followed by the atoms it is bonded to, with distances in Å.
Cartesian coordinates (Å):
1 O 1.7919 -1.7037 -0.3349  C2 1.412, H14 0.964
2 C 1.2571 -0.7763 -1.2551  O1 1.412, O3 1.247, C4 1.568, H8 1.166
3 O 1.4741 -0.9130 -2.4754  C2 1.247
4 C -0.2628 -0.5386 -0.9502  C2 1.568, C5 1.502, H9 1.095, H10 1.097
5 C -0.6193 -0.1074 0.4432  C4 1.502, C6 1.498, C7 1.602, H11 1.092
6 C 0.5702 0.2195 1.2936  C5 1.498, H12 1.076, H13 1.114
7 C -1.3450 1.3198 0.4080  C5 1.602, H15 1.094, H16 1.106, H17 1.081
8 H 1.5478 0.2492 -0.7831  C2 1.166
9 H -0.8420 -1.4441 -1.1572  C4 1.095
10 H -0.6366 0.1661 -1.7034  C4 1.097
11 H -1.3330 -0.7994 0.8950  C5 1.092
12 H 0.5774 1.1667 1.8041  C6 1.076
13 H 0.8607 -0.5794 2.0143  C6 1.114
14 H 1.6838 -1.2551 0.5119  O1 0.964
15 H -2.0607 1.3602 1.2341  C7 1.094
16 H -1.9679 1.4631 -0.4941  C7 1.106
17 H -0.6955 2.1723 0.5492  C7 1.081

Output
- HOMO energy: -8.733 eV
- Kohn-Sham gap: 6.084 eV
- Electronic energy: -346.7813 hartree